No. 1
{"formula": "C16H40B2Cs2O8S4", "method": "ωB97M-V/def2-TZVPD", "species": ["Cs", "Cs", "B", "H", "H", "H", "H", "B", "H", "H", "H", "H", "C", "C", "C", "S", "O", "O", "C", "H", "H", "H", "H", "H", "H", "H", "H", "C", "C", "C", "S", "O", "O", "C", "H", "H", "H", "H", "H", "H", "H", "H", "C", "C", "C", "S", "O", "O", "C", "H", "H", "H", "H", "H", "H", "H", "H", "C", "C", "C", "S", "O", "O", "C", "H", "H", "H", "H", "H", "H", "H", "H"], "coordinates": [[-1.171, -1.613, -3.949], [-1.551, 3.286, -2.088], [-3.038, 1.114, -4.190], [-1.977, 0.822, -4.384], [-3.068, 2.236, -4.025], [-3.713, 0.696, -5.039], [-3.360, 0.547, -3.255], [-0.345, 0.326, -1.338], [-1.278, 0.315, -0.681], [0.088, -0.732, -1.418], [-0.635, 0.624, -2.375], [0.438, 1.049, -0.926], [1.580, -0.604, 2.402], [2.503, -0.472, 1.233], [2.293, -1.776, 0.462], [2.274, -3.086, 1.807], [3.556, -3.691, 1.957], [1.050, -3.834, 1.654], [2.058, -1.856, 3.142], [0.526, -0.688, 2.138], [1.649, 0.300, 3.016], [3.554, -0.348, 1.491], [2.262, 0.390, 0.608], [2.860, -1.997, -0.444], [1.288, -1.853, 0.045], [2.997, -1.882, 3.696], [1.336, -2.213, 3.879], [-3.197, -3.378, 0.796], [-1.953, -3.183, -0.096], [-1.377, -4.578, -0.378], [-2.666, -5.852, 0.030], [-2.145, -6.477, 1.219], [-2.934, -6.667, -1.120], [-3.957, -4.643, 0.450], [-3.845, -2.498, 0.816], [-2.771, -3.351, 1.805], [-1.294, -2.550, 0.497], [-2.109, -2.647, -1.034], [-0.537, -4.868, 0.247], [-1.067, -4.742, -1.410], [-4.684, -4.947, 1.194], [-4.395, -4.324, -0.501], [5.236, 2.440, -2.938], [3.790, 2.722, -2.663], [3.452, 1.920, -1.417], [4.775, 2.367, -0.205], [5.236, 1.167, 0.455], [4.349, 3.523, 0.555], [5.884, 2.909, -1.610], [5.594, 3.081, -3.752], [5.430, 1.455, -3.362], [3.114, 2.272, -3.403], [3.467, 3.756, -2.566], [3.498, 0.831, -1.459], [2.507, 2.114, -0.906], [6.963, 2.840, -1.464], [5.843, 4.000, -1.697], [-2.791, 1.545, 2.052], [-4.019, 2.423, 1.604], [-3.812, 3.798, 2.174], [-1.968, 4.074, 2.205], [-1.460, 4.508, 3.485], [-1.697, 4.867, 1.023], [-1.504, 2.321, 1.892], [-2.770, 0.591, 1.522], [-2.906, 1.214, 3.087], [-4.762, 1.931, 2.234], [-4.305, 2.399, 0.556], [-4.135, 3.762, 3.218], [-4.313, 4.686, 1.799], [-0.870, 2.032, 2.729], [-1.069, 2.098, 0.918]], "mulliken_charge": [1.071, 1.019, 0.543, -0.466, -0.574, -0.183, -0.225, 0.866, -0.291, -0.432, -0.330, -0.615, -0.427, 0.367, -0.361, 1.028, -0.692, -0.571, -0.952, 0.068, 0.447, 0.309, -0.566, 0.526, -0.273, 0.403, 0.446, -0.987, 0.973, -0.609, 1.069, -0.629, -0.661, -0.838, 0.409, 0.445, -0.645, -0.006, 0.254, 0.387, 0.463, 0.361, -0.630, -0.657, -0.278, 1.110, -0.601, -0.651, -0.760, 0.338, 0.291, 0.295, 0.344, 0.251, 0.031, 0.464, 0.363, -0.555, -0.567, -0.742, 1.075, -0.679, -0.622, -0.001, 0.116, 0.416, 0.276, 0.309, 0.341, 0.442, 0.305, -0.146], "e_homo_ev": -9.33, "charge": 0, "orbital_gap_ev": 8.80, "lumo_ev": -0.54}

---

No. 2
{"formula": "C6H24N12O6Pb", "method": "ωB97M-V/def2-TZVPD", "species": ["Pb", "C", "O", "N", "N", "H", "H", "H", "H", "C", "O", "N", "N", "H", "H", "H", "H", "C", "O", "N", "N", "H", "H", "H", "H", "C", "O", "N", "N", "H", "H", "H", "H", "C", "O", "N", "N", "H", "H", "H", "H", "C", "O", "N", "N", "H", "H", "H", "H"], "coordinates": [[0.356, 0.087, 0.736], [-2.500, -2.259, -0.155], [-1.543, -1.513, 0.104], [-2.479, -3.588, 0.054], [-3.718, -1.832, -0.493], [-1.739, -3.876, 0.673], [-3.081, -4.292, -0.329], [-4.383, -2.545, -0.721], [-3.895, -0.845, -0.543], [1.360, 2.022, -2.202], [0.729, 1.286, -1.442], [2.569, 2.581, -1.939], [0.806, 2.600, -3.302], [3.109, 2.335, -1.128], [2.958, 3.234, -2.590], [-0.108, 2.230, -3.510], [1.362, 3.311, -3.726], [0.510, -3.470, 1.744], [0.648, -2.239, 1.743], [0.941, -4.280, 0.761], [-0.390, -4.094, 2.542], [0.987, -5.280, 0.826], [1.436, -3.776, 0.038], [-0.482, -3.824, 3.508], [-0.591, -5.023, 2.216], [-2.797, 1.987, 0.352], [-1.916, 1.221, -0.031], [-3.992, 2.112, -0.302], [-2.806, 2.622, 1.564], [-4.363, 1.405, -0.910], [-4.603, 2.571, 0.352], [-3.667, 2.630, 2.078], [-1.897, 2.543, 1.997], [0.975, 3.340, 2.096], [0.308, 2.517, 1.450], [1.590, 4.404, 1.466], [1.032, 3.407, 3.423], [2.288, 4.968, 1.917], [1.484, 4.469, 0.469], [1.582, 4.110, 3.884], [0.690, 2.593, 3.907], [2.450, -1.740, -1.685], [1.497, -1.503, -0.930], [3.711, -1.247, -1.497], [2.368, -2.278, -2.910], [4.508, -1.479, -2.060], [3.957, -0.567, -0.798], [3.238, -2.488, -3.360], [1.500, -2.547, -3.342]], "mulliken_charge": [1.691, 0.469, -0.371, -0.355, -0.363, 0.290, 0.188, 0.146, 0.129, 0.658, -0.450, -0.416, -0.465, 0.185, 0.152, 0.262, 0.154, 0.354, -0.602, -0.307, -0.365, 0.185, 0.131, 0.231, 0.215, 0.505, -0.383, -0.439, -0.414, 0.259, 0.195, 0.230, 0.156, 0.678, -0.605, -0.437, -0.404, 0.202, 0.224, 0.184, 0.229, 0.612, -0.478, -0.398, -0.373, 0.157, 0.171, 0.158, 0.231], "e_homo_ev": -14.92, "charge": 2, "orbital_gap_ev": 9.92, "lumo_ev": -4.99}

---

No. 3
{"formula": "C24H55FN5O6", "method": "ωB97M-V/def2-TZVPD", "species": ["C", "C", "C", "C", "N", "C", "C", "C", "C", "O", "F", "O", "H", "H", "H", "H", "H", "H", "H", "H", "H", "H", "H", "C", "C", "C", "O", "C", "N", "H", "H", "H", "H", "H", "H", "H", "H", "H", "H", "H", "C", "C", "C", "O", "C", "N", "H", "H", "H", "H", "H", "H", "H", "H", "H", "H", "H", "C", "C", "C", "O", "C", "N", "H", "H", "H", "H", "H", "H", "H", "H", "H", "H", "H", "C", "C", "C", "O", "C", "N", "H", "H", "H", "H", "H", "H", "H", "H", "H", "H", "H"], "coordinates": [[-1.103, 1.844, 3.973], [-2.206, 1.318, 3.857], [-3.588, 0.657, 3.459], [-3.213, -0.647, 2.614], [-3.859, -1.902, 3.104], [-5.266, -1.703, 3.596], [-5.474, -0.403, 4.505], [-6.773, 0.442, 4.057], [-6.746, 0.890, 2.547], [-6.544, 2.059, 2.311], [-6.980, 0.050, 1.447], [-4.303, 0.413, 4.683], [-0.153, 2.410, 3.747], [-4.091, 1.438, 2.794], [-2.086, -0.813, 2.678], [-3.418, -0.457, 1.511], [-3.916, -2.597, 2.331], [-3.333, -2.367, 3.866], [-5.954, -1.766, 2.697], [-5.513, -2.622, 4.229], [-5.739, -0.793, 5.545], [-6.774, 1.360, 4.728], [-7.742, -0.106, 4.285], [-1.543, -2.822, -3.491], [-1.288, -2.205, -2.121], [-1.803, -3.067, -0.949], [-3.215, -3.009, -0.745], [-3.967, -3.878, -1.581], [-1.866, -0.857, -2.092], [-2.586, -2.743, -3.802], [-0.945, -2.311, -4.251], [-1.261, -3.879, -3.504], [-0.202, -2.116, -2.007], [-1.359, -2.677, -0.026], [-1.467, -4.107, -1.037], [-3.442, -4.814, -1.781], [-4.220, -3.376, -2.516], [-4.904, -4.108, -1.070], [-1.611, -0.416, -1.211], [-2.878, -0.962, -2.025], [2.034, 2.524, -1.826], [2.287, 3.138, -0.452], [1.768, 2.265, 0.707], [0.358, 2.321, 0.894], [-0.381, 1.464, 0.051], [1.708, 4.486, -0.418], [0.990, 2.604, -2.137], [2.631, 3.036, -2.585], [2.316, 1.467, -1.841], [3.371, 3.229, -0.332], [2.204, 2.646, 1.637], [2.107, 1.226, 0.612], [0.143, 0.524, -0.149], [-0.624, 1.972, -0.884], [-1.326, 1.235, 0.553], [1.958, 4.927, 0.465], [0.696, 4.381, -0.357], [6.404, -0.368, 4.446], [5.678, 0.927, 4.092], [4.181, 0.912, 4.461], [3.363, 0.166, 3.566], [3.337, -1.229, 3.817], [5.880, 1.211, 2.666], [6.170, -1.182, 3.758], [7.485, -0.218, 4.404], [6.154, -0.692, 5.460], [6.148, 1.729, 4.670], [3.812, 1.941, 4.407], [4.025, 0.583, 5.496], [3.398, -1.457, 4.884], [4.144, -1.725, 3.274], [2.394, -1.622, 3.431], [5.475, 2.121, 2.453], [5.296, 0.560, 2.141], [1.481, -0.968, -6.917], [1.101, 0.193, -6.003], [1.908, 1.478, -6.275], [3.232, 1.459, -5.758], [4.180, 0.808, -6.589], [1.229, -0.237, -4.606], [2.434, -1.423, -6.643], [0.725, -1.756, -6.861], [1.544, -0.643, -7.959], [0.048, 0.423, -6.195], [1.405, 2.305, -5.762], [1.910, 1.734, -7.342], [3.967, 0.956, -7.651], [4.220, -0.257, -6.353], [5.163, 1.229, -6.370], [0.886, 0.508, -4.003], [2.226, -0.280, -4.393]], "mulliken_charge": [0.394, -1.534, 0.820, -0.825, 0.012, -0.919, 0.168, -0.672, 0.547, -0.433, -0.260, -0.408, 0.363, 0.247, 0.546, 0.217, 0.312, 0.467, 0.394, 0.361, 0.444, 0.326, 0.432, -1.297, 0.660, -0.950, -0.261, -0.760, -0.541, 0.305, 0.098, 0.367, 0.379, 0.305, 0.500, 0.354, 0.250, 0.223, 0.006, 0.328, -1.511, 0.369, -0.382, -0.423, -0.862, -0.760, 0.196, 0.448, 0.336, 0.474, 0.223, 0.301, 0.427, 0.350, 0.183, 0.298, 0.327, -1.424, 0.334, -0.787, -0.153, -0.819, -0.716, 0.272, 0.364, 0.349, 0.413, 0.318, 0.439, 0.367, 0.270, 0.192, 0.264, 0.322, -1.511, 0.429, -0.819, -0.331, -0.703, -0.540, 0.297, 0.356, 0.381, 0.373, 0.360, 0.458, 0.317, 0.248, 0.248, 0.167, 0.303], "e_homo_ev": -10.67, "charge": 1, "orbital_gap_ev": 7.20, "lumo_ev": -3.47}

---

No. 4
{"formula": "C8H8N2", "method": "ωB97M-V/def2-TZVPD", "species": ["C", "C", "C", "C", "C", "C", "C", "N", "N", "C", "H", "H", "H", "H", "H", "H", "H", "H"], "coordinates": [[-1.588, 2.133, -0.609], [-0.457, 1.364, -0.262], [0.816, 1.814, -0.147], [1.939, 1.149, 0.348], [1.886, -0.270, 0.640], [0.665, -0.922, 0.310], [0.236, -2.284, 0.304], [-1.063, -2.189, -0.015], [-1.498, -0.901, -0.271], [-0.474, -0.173, -0.057], [-2.438, 2.148, 0.154], [-2.229, 1.836, -1.482], [-1.296, 3.155, -0.783], [1.020, 2.825, -0.578], [2.911, 1.741, 0.322], [2.718, -0.742, 1.020], [0.704, -3.249, 0.583], [-1.592, -2.949, -0.398]], "mulliken_charge": [-1.363, 0.852, -0.522, -0.541, -0.698, 0.772, -0.788, 0.101, -0.753, 0.412, 0.261, 0.273, 0.388, 0.208, 0.260, 0.495, 0.410, 0.233], "e_homo_ev": -7.60, "charge": 0, "smiles": "Cc1cccc2c[nH]nc12", "orbital_gap_ev": 8.16, "lumo_ev": 0.56}

---

No. 5
{"formula": "C4H2OSm", "method": "ωB97M-V/def2-TZVPD", "species": ["C", "C", "C", "C", "O", "Sm", "H", "H"], "coordinates": [[0.831, 1.634, -1.748], [0.772, 0.146, -1.237], [-0.165, 1.022, -0.864], [-0.852, 1.355, 0.465], [-0.838, 0.286, 1.184], [0.175, -1.507, 0.445], [1.651, 2.290, -1.423], [0.557, 1.828, -2.795]], "mulliken_spin": [-0.007, -0.029, -0.008, -0.003, -0.016, 6.062, -0.001, 0.000], "e_homo_ev": [-6.39, -6.37], "charge": 0, "s2": 12.0098, "orbital_gap_ev": [5.03, 5.06], "multiplicity": 7, "lumo_ev": [-1.36, -1.31]}

---

No. 6
{"formula": "C29H27BrI2N5O13Sr", "method": "ωB97M-V/def2-TZVPD", "species": ["Sr", "O", "C", "O", "C", "O", "C", "C", "O", "O", "H", "H", "H", "H", "H", "I", "C", "I", "H", "H", "C", "C", "C", "C", "C", "Br", "N", "C", "H", "H", "H", "H", "H", "H", "O", "C", "O", "C", "C", "C", "C", "C", "C", "O", "N", "O", "O", "N", "O", "O", "H", "H", "C", "N", "N", "C", "O", "C", "C", "C", "C", "C", "C", "C", "C", "C", "H", "H", "H", "H", "H", "H", "H", "H", "H", "H", "H", "H"], "coordinates": [[0.120, 1.861, -0.343], [-2.754, 1.798, 3.792], [-2.013, 2.117, 2.709], [-2.298, 1.653, 1.615], [-0.915, 3.148, 2.971], [-0.521, 3.644, 1.700], [-1.408, 4.662, 1.194], [-1.798, 4.602, -0.294], [-2.879, 5.067, -0.596], [-0.905, 4.098, -1.041], [-3.354, 1.097, 3.497], [-1.349, 4.001, 3.576], [-0.109, 2.615, 3.478], [-2.286, 4.687, 1.799], [-0.938, 5.663, 1.358], [-5.927, 4.146, 1.971], [-5.995, 4.453, -0.131], [-7.591, 3.382, -1.010], [-5.119, 4.154, -0.649], [-6.140, 5.513, -0.357], [-5.033, -1.295, -1.914], [-3.874, -0.459, -2.424], [-3.703, -0.222, -3.755], [-2.702, 0.586, -4.174], [-1.849, 1.132, -3.217], [-0.337, 2.057, -3.635], [-2.102, 0.978, -1.961], [-3.084, 0.188, -1.543], [-4.800, -2.117, -1.290], [-5.560, -1.772, -2.780], [-5.673, -0.612, -1.369], [-4.320, -0.713, -4.451], [-2.628, 0.705, -5.266], [-3.221, 0.018, -0.507], [4.476, 1.308, -0.706], [3.329, 0.976, -1.036], [2.321, 1.746, -0.934], [3.095, -0.416, -1.596], [4.197, -1.189, -1.856], [4.059, -2.470, -2.397], [2.800, -3.018, -2.744], [1.744, -2.213, -2.564], [1.765, -0.922, -1.840], [0.676, -0.257, -1.612], [0.450, -2.776, -2.877], [-0.477, -2.742, -2.047], [0.384, -3.423, -3.913], [5.278, -3.383, -2.413], [5.067, -4.522, -2.743], [6.288, -2.877, -1.973], [5.170, -0.793, -1.710], [2.656, -3.978, -3.131], [3.593, -2.353, 1.394], [3.101, -1.181, 2.136], [1.717, -0.825, 2.004], [1.634, 0.546, 2.049], [0.506, 1.070, 2.063], [2.970, 1.072, 2.250], [3.843, -0.018, 2.224], [5.317, -0.008, 2.100], [0.751, -1.837, 2.066], [0.269, -2.354, 0.855], [-0.783, -3.228, 0.837], [-1.203, -3.759, 2.111], [-0.663, -3.326, 3.322], [0.296, -2.311, 3.284], [3.593, -2.173, 0.288], [2.927, -3.159, 1.633], [4.558, -2.690, 1.731], [3.261, 2.068, 2.177], [5.626, -0.069, 1.063], [5.701, -0.771, 2.686], [5.656, 1.001, 2.419], [0.576, -1.850, -0.138], [-1.252, -3.529, -0.038], [-2.015, -4.489, 2.037], [-0.874, -3.795, 4.321], [0.681, -1.919, 4.265]], "mulliken_charge": [1.704, -0.562, 0.549, -0.158, -0.763, -0.227, -0.421, 0.441, -0.731, -0.813, 0.389, 0.421, 0.320, 0.318, 0.271, 0.037, -0.671, 0.027, 0.184, 0.407, -1.475, 0.856, -0.498, -0.736, -0.035, -0.011, 0.491, -0.993, 0.343, 0.350, 0.327, 0.442, 0.359, 0.626, -0.820, -0.441, -0.742, 0.755, -0.192, -0.387, -0.726, -0.212, -0.097, -0.010, 0.986, -0.490, -0.651, 1.060, -0.656, -0.639, 0.636, 0.685, -1.605, 0.035, 1.239, 0.170, -0.472, -1.119, 0.871, -1.662, -0.997, 1.122, -1.058, -0.696, -0.694, -0.245, 0.644, 0.486, 0.397, 0.474, 0.204, 0.487, 0.404, 0.361, 0.780, 0.368, 0.323, 0.357], "e_homo_ev": -5.67, "charge": -1, "orbital_gap_ev": 7.41, "lumo_ev": 1.74}

---

So what do the calculations give for energy? Going down the list: -2918.085164 -1544.174824 -1772.069505 -419.101781 -886.563624 -5573.371628 Ha.
So what do the calculations give for max |F|? Going down the list: 3.00 2.73 3.29 6.09 1.25 4.01 eV Å⁻¹.